(1)
DFT (wB97M-V/def2-TZVPD) results for 2 unconnected molecules or ions with the total composition C4H5NO.

As for the max |F|: 0.99 eV/Å. As for the structure (SMILES): N#C/C=C1\CO1.[H][H]. The value obtained for the energy relative to the best compared isomer or geometry (same formula, charge and spin) is 91.37 kcal/mol. The value obtained for the highest occupied orbital energy is -9.7 eV. As for the charge: 0. For the orbital gap, the calculation gives 10.47 eV.

Geometry (Å):
N -2.529 0.263 1.711
C -1.523 0.609 1.252
C -0.366 1.054 0.549
C 0.094 0.230 -0.384
C 0.054 -1.000 -1.105
O 0.825 0.203 -1.490
H 1.596 -0.050 0.921
H -0.005 2.068 0.655
H 2.052 -0.353 0.428
H 0.695 -1.865 -0.928
H -0.892 -1.158 -1.610

---

(2)
DFT (wB97M-V/def2-TZVPD) results for C4H5NO in the gas phase.

As for the max |F|: 0.37 eV/Å. As for the structure (SMILES): O=C1CC=CN1. The value obtained for the energy relative to the best compared isomer or geometry (same formula, charge and spin) is 1.49 kcal/mol. The value obtained for the highest occupied orbital energy is -8.8 eV. As for the charge: 0. For the orbital gap, the calculation gives 9.70 eV.

Geometry (Å):
O 2.081 -1.048 0.555
C 1.051 -0.451 0.346
C 0.619 0.332 -0.893
C -0.877 0.400 -0.734
C -1.175 0.034 0.514
N -0.020 -0.341 1.224
H 1.010 -0.102 -1.814
H 1.058 1.337 -0.791
H -1.577 0.716 -1.496
H -2.138 -0.007 1.006
H -0.032 -0.871 2.082

---

(3)
DFT (wB97M-V/def2-TZVPD) results for 2 unconnected molecules or ions with the total composition C4H5NO at a distorted geometry.

As for the max |F|: 3.47 eV/Å. The value obtained for the energy relative to the best compared isomer or geometry (same formula, charge and spin) is 120.43 kcal/mol. The value obtained for the highest occupied orbital energy is -9.1 eV. As for the charge: 0. For the orbital gap, the calculation gives 8.82 eV.

Geometry (Å):
C -0.592 0.567 0.242
C 1.181 0.321 -0.860
C 2.003 -0.478 -0.252
C -1.958 0.374 0.261
N 2.432 -1.400 0.453
O -2.703 -0.144 -0.766
H -0.222 0.773 1.216
H -2.440 0.500 1.265
H 1.476 1.182 -1.436
H 2.897 -1.186 1.286
H -2.073 -0.510 -1.408

---

(4)
DFT (wB97M-V/def2-TZVPD) results for a molecular structure, C4H5NO.

As for the max |F|: 0.37 eV/Å. The value obtained for the energy relative to the best compared isomer or geometry (same formula, charge and spin) is 97.95 kcal/mol. The value obtained for the highest occupied orbital energy is -8.3 eV. As for the charge: 0. For the orbital gap, the calculation gives 8.77 eV.

Geometry (Å):
N 1.818 -0.101 -0.002
C 0.385 -0.026 -0.054
C 0.561 1.321 -0.007
O -1.847 1.161 0.094
C -1.888 -0.059 -0.101
C -0.690 -0.852 -0.157
H 2.205 -0.618 0.779
H 2.314 -0.238 -0.872
H 0.670 1.888 0.914
H -2.863 -0.558 -0.255
H -0.666 -1.918 -0.339

---

(5)
DFT (wB97M-V/def2-TZVPD) results for C4H5NO in the gas phase.

As for the max |F|: 1.00 eV/Å. As for the structure (SMILES): [H]/N=C1/C=CCO1. The value obtained for the energy relative to the best compared isomer or geometry (same formula, charge and spin) is 23.68 kcal/mol. The value obtained for the highest occupied orbital energy is -9.5 eV. As for the charge: 0. For the orbital gap, the calculation gives 10.31 eV.

Geometry (Å):
N -0.282 -1.278 1.910
C -0.124 -0.461 0.961
C 1.067 -0.405 0.113
C 0.738 0.222 -1.005
C -0.569 0.942 -0.791
O -1.082 0.358 0.416
H -1.251 -1.284 2.219
H 1.971 -0.958 0.305
H 1.254 0.010 -1.921
H -1.296 0.837 -1.602
H -0.426 2.018 -0.605

---

(6)
DFT (wB97M-V/def2-TZVPD) results for 2 unconnected molecules or ions with the total composition C4H5NO.

As for the max |F|: 0.92 eV/Å. As for the structure (SMILES): C=C=N.C=C=O. The value obtained for the energy relative to the best compared isomer or geometry (same formula, charge and spin) is 62.31 kcal/mol. The value obtained for the highest occupied orbital energy is -9.2 eV. As for the charge: 0. For the orbital gap, the calculation gives 9.90 eV.

Geometry (Å):
C 1.529 -0.446 -0.397
C 1.231 0.835 -0.296
O 1.042 1.982 -0.267
C -1.511 0.667 0.748
C -1.413 -0.502 0.165
N -1.174 -1.557 -0.413
H 1.945 -0.776 -1.338
H -0.169 -1.466 -0.671
H 1.615 -1.050 0.497
H -1.779 1.540 0.165
H -1.315 0.774 1.808

---

(7)
DFT (wB97M-V/def2-TZVPD) results for C4H5NO in the gas phase.

As for the max |F|: 0.49 eV/Å. As for the structure (SMILES): Cc1ccno1. The value obtained for the energy relative to the best compared isomer or geometry (same formula, charge and spin) is 33.06 kcal/mol. The value obtained for the highest occupied orbital energy is -9.6 eV. As for the charge: 0. For the orbital gap, the calculation gives 10.58 eV.

Geometry (Å):
C -1.720 -0.021 0.121
C -0.235 0.031 0.215
C 0.762 0.729 -0.393
C 1.912 -0.069 -0.141
N 1.641 -1.104 0.605
O 0.292 -1.032 0.847
H -2.236 0.174 1.064
H -2.090 0.652 -0.653
H -1.954 -1.048 -0.176
H 0.714 1.654 -0.950
H 2.912 0.033 -0.540

---

(8)
DFT (wB97M-V/def2-TZVPD) results for C4H5NO in the gas phase.

As for the max |F|: 0.35 eV/Å. As for the structure (SMILES): C=C=CC(N)=O. The value obtained for the energy relative to the best compared isomer or geometry (same formula, charge and spin) is 27.94 kcal/mol. The value obtained for the highest occupied orbital energy is -9.9 eV. As for the charge: 0. For the orbital gap, the calculation gives 10.84 eV.

Geometry (Å):
N 2.222 0.367 0.155
C 0.966 -0.172 0.208
C -0.142 0.727 -0.243
C -1.331 0.185 -0.200
C -2.354 -0.590 -0.008
O 0.774 -1.305 0.607
H 2.968 -0.303 0.252
H 2.415 1.196 -0.382
H 0.049 1.743 -0.574
H -2.877 -0.547 0.940
H -2.691 -1.300 -0.755

---

(9)
DFT (wB97M-V/def2-TZVPD) results for C4H5NO in the gas phase at a distorted geometry.

As for the max |F|: 1.89 eV/Å. As for the structure (SMILES): Cc1ccno1. The value obtained for the energy relative to the best compared isomer or geometry (same formula, charge and spin) is 48.75 kcal/mol. The value obtained for the highest occupied orbital energy is -9.5 eV. As for the charge: 0. For the orbital gap, the calculation gives 10.48 eV.

Geometry (Å):
C 1.324 -0.412 0.975
C 0.166 0.111 0.209
C -0.348 -0.347 -0.957
C -1.591 0.351 -1.051
N -1.738 1.198 -0.071
O -0.606 1.066 0.723
H 0.914 -0.888 1.871
H 1.841 -1.193 0.405
H 2.025 0.368 1.269
H 0.452 -0.461 -1.659
H -2.440 0.207 -1.714

---

(10)
DFT (wB97M-V/def2-TZVPD) results for a molecular structure, C4H5NO at a distorted geometry.

As for the max |F|: 4.92 eV/Å. The value obtained for the energy relative to the best compared isomer or geometry (same formula, charge and spin) is 108.20 kcal/mol. The value obtained for the highest occupied orbital energy is -9.9 eV. As for the charge: 0. For the orbital gap, the calculation gives 10.73 eV.

Geometry (Å):
C -2.067 0.004 -0.012
C -0.590 0.031 -0.027
C 0.229 1.134 0.014
C 1.494 0.575 0.030
H -2.425 -0.941 -0.844
H -2.550 1.320 -0.350
H -2.407 -0.301 1.352
H -0.172 2.187 -0.100
H 2.479 0.970 0.042
N 0.007 -1.079 0.018
O 1.329 -0.768 -0.032

---

(11)
DFT (wB97M-V/def2-TZVPD) results for C4H5NO in the gas phase.

As for the max |F|: 0.61 eV/Å. As for the structure (SMILES): C=C=C(C)N=O. The value obtained for the energy relative to the best compared isomer or geometry (same formula, charge and spin) is 93.99 kcal/mol. The value obtained for the highest occupied orbital energy is -9.1 eV. As for the charge: 0. For the orbital gap, the calculation gives 8.64 eV.

Geometry (Å):
C 0.229 1.667 0.527
C 0.085 0.385 -0.243
N 0.344 0.540 -1.684
O 0.208 -0.452 -2.349
C -0.432 -2.082 0.417
C -0.201 -0.821 0.193
H 0.404 2.474 -0.192
H -0.667 1.909 1.105
H 1.080 1.635 1.214
H -1.437 -2.494 0.371
H 0.386 -2.762 0.641

---

(12)
DFT (wB97M-V/def2-TZVPD) results for 2 unconnected molecules or ions with the total composition C4H5NO.

As for the max |F|: 0.84 eV/Å. As for the structure (SMILES): C#[N+][O-].C#CC. The value obtained for the energy relative to the best compared isomer or geometry (same formula, charge and spin) is 113.74 kcal/mol. The value obtained for the highest occupied orbital energy is -9.7 eV. As for the charge: 0. For the orbital gap, the calculation gives 10.67 eV.

Geometry (Å):
C -1.877 0.122 0.176
C -0.673 0.881 -0.163
C 0.303 1.525 -0.451
C 2.414 -0.784 -0.096
N 1.529 -1.439 0.259
O 0.613 -2.127 0.629
H -1.962 -0.008 1.259
H -2.766 0.654 -0.178
H -1.854 -0.871 -0.280
H 1.159 2.109 -0.708
H 3.113 -0.063 -0.448

---

(13)
DFT (wB97M-V/def2-TZVPD) results for 2 unconnected molecules or ions with the total composition C4H5NO at a distorted geometry.

As for the multiplicity: 3. As for the max |F|: 4.05 eV/Å. The value obtained for the energy relative to the best compared isomer or geometry (same formula, charge and spin) is 37.98 kcal/mol. The value obtained for the highest occupied orbital energy (spin up / spin down) is -7.6 / -10.3 eV. As for the charge: 0. For the orbital gap (spin up / spin down), the calculation gives 8.25 / 9.14 eV.

Geometry (Å):
C 1.513 -1.355 -0.155
C -0.802 1.578 -0.403
C 0.996 -0.216 0.381
C -0.036 0.623 -0.075
N -1.588 -0.809 0.196
O -2.547 -0.207 0.395
H 2.363 -1.883 0.397
H 1.298 -1.752 -1.174
H -1.929 1.485 -0.484
H -0.503 2.527 -0.481
H 1.235 0.009 1.404

---

(14)
DFT (wB97M-V/def2-TZVPD) results for C4H5NO2 in the gas phase at a distorted geometry.

As for the max |F|: 2.02 eV/Å. As for the structure (SMILES): COc1ccon1. The value obtained for the energy relative to the best compared isomer or geometry (same formula, charge and spin) is 71.22 kcal/mol. The value obtained for the highest occupied orbital energy is -9.7 eV. As for the charge: 0. For the orbital gap, the calculation gives 10.64 eV.

Geometry (Å):
C 0.036 1.023 -1.885
O -0.773 0.396 -0.905
C -0.114 -0.250 0.051
N 1.192 -0.284 0.179
O 1.412 -0.819 1.447
C 0.215 -1.067 2.004
C -0.786 -0.850 1.137
H 0.706 1.764 -1.435
H 0.629 0.265 -2.401
H -0.668 1.503 -2.564
H -0.019 -0.743 2.999
H -1.831 -0.938 1.373

---

(15)
DFT (wB97M-V/def2-TZVPD) results for C4H5NO2 in the gas phase at a distorted geometry.

As for the max |F|: 5.14 eV/Å. The value obtained for the energy relative to the best compared isomer or geometry (same formula, charge and spin) is 136.87 kcal/mol. The value obtained for the highest occupied orbital energy (spin up / spin down) is -8.5 / -8.6 eV. As for the charge: 0. For the orbital gap (spin up / spin down), the calculation gives 7.50 / 7.90 eV.

Geometry (Å):
C 1.086 -0.671 -0.302
C 0.011 -1.452 -0.138
C -0.530 1.164 -0.118
C 0.852 0.582 0.287
N -1.564 0.540 0.000
O -2.782 0.444 -0.010
O -0.911 -1.175 0.677
H 1.881 -0.951 -1.000
H 0.013 -2.378 -0.766
H -0.531 2.200 -0.276
H 0.760 0.425 1.378
H 1.714 1.272 0.268

---

(16)
DFT (wB97M-V/def2-TZVPD) results for C4H5NO2 in the gas phase at a distorted geometry.

As for the max |F|: 2.08 eV/Å. The value obtained for the energy relative to the best compared isomer or geometry (same formula, charge and spin) is 92.56 kcal/mol. The value obtained for the highest occupied orbital energy is -10.1 eV. As for the charge: 0. For the orbital gap, the calculation gives 11.06 eV.

Geometry (Å):
O 0.991 -1.533 0.044
C 0.916 -0.412 -0.745
C 0.621 0.730 0.218
C -0.752 1.251 0.247
N -0.392 0.067 1.050
C -0.476 -1.178 0.245
O -0.634 -0.875 -1.086
H 1.664 -0.290 -1.543
H 1.447 1.227 0.720
H -1.377 1.097 -0.625
H -0.944 2.138 0.845
H -1.072 -1.963 0.715

---

(17)
DFT (wB97M-V/def2-TZVPD) results for C4H5NO2 in the gas phase at a distorted geometry.

As for the max |F|: 1.62 eV/Å. As for the structure (SMILES): O=CC(=O)N1CC1. The value obtained for the energy relative to the best compared isomer or geometry (same formula, charge and spin) is 82.78 kcal/mol. The value obtained for the highest occupied orbital energy is -10.1 eV. As for the charge: 0. For the orbital gap, the calculation gives 9.64 eV.

Geometry (Å):
O 2.819 1.256 0.234
C 2.360 0.156 0.365
C 0.860 -0.208 0.342
O 0.607 -1.219 0.973
N -0.054 0.498 -0.519
C -1.153 -0.461 -0.696
C -1.726 0.662 -0.019
H 2.984 -0.738 0.602
H -0.992 -1.331 -0.079
H -1.421 -0.613 -1.734
H -2.560 1.189 -0.519
H -1.724 0.808 1.050

---

(18)
DFT (wB97M-V/def2-TZVPD) results for C4H5NO2 in the gas phase.

As for the max |F|: 0.55 eV/Å. As for the structure (SMILES): O=CCNC1=CO1. The value obtained for the energy relative to the best compared isomer or geometry (same formula, charge and spin) is 115.38 kcal/mol. The value obtained for the highest occupied orbital energy is -7.7 eV. As for the charge: 0. For the orbital gap, the calculation gives 8.46 eV.

Geometry (Å):
O 0.634 -0.187 -2.799
C 0.058 -0.250 -1.322
N -0.570 0.665 -0.558
C -0.104 0.879 0.793
C -0.389 -0.265 1.750
O -0.913 -1.299 1.418
C 0.894 -1.110 -1.744
H -1.575 0.709 -0.674
H -0.558 1.794 1.197
H 0.980 1.053 0.777
H -0.075 -0.086 2.800
H 1.618 -1.903 -1.639

---

(19)
DFT (wB97M-V/def2-TZVPD) results for 2 unconnected molecules or ions with the total composition C4H5NO2 at a distorted geometry.

As for the max |F|: 5.21 eV/Å. The value obtained for the energy relative to the best compared isomer or geometry (same formula, charge and spin) is 175.49 kcal/mol. The value obtained for the highest occupied orbital energy (spin up / spin down) is -8.5 / -8.5 eV. As for the charge: 0. For the orbital gap (spin up / spin down), the calculation gives 7.13 / 7.50 eV.

Geometry (Å):
C 1.674 -0.189 -0.766
C 1.620 -0.255 0.671
C 0.356 0.073 -1.115
C 0.302 -0.069 1.104
N -0.377 -0.094 -0.046
O -2.947 0.251 0.611
O -2.047 0.847 -0.197
H 2.533 -0.300 -1.564
H 2.559 -0.256 1.212
H 0.029 0.382 -2.047
H -0.094 -0.164 2.184
H -3.608 -0.225 -0.046

---

(20)
DFT (wB97M-V/def2-TZVPD) results for C4H5NO2 in the gas phase at a distorted geometry.

As for the max |F|: 2.70 eV/Å. As for the structure (SMILES): COc1ccon1. The value obtained for the energy relative to the best compared isomer or geometry (same formula, charge and spin) is 99.34 kcal/mol. The value obtained for the highest occupied orbital energy is -9.7 eV. As for the charge: 0. For the orbital gap, the calculation gives 10.16 eV.

Geometry (Å):
C 0.882 0.701 -1.803
O 0.205 -0.368 -1.159
C 0.016 -0.212 0.146
N 0.340 0.851 0.838
O -0.195 0.654 2.101
C -0.804 -0.561 2.148
C -0.634 -1.174 0.946
H 0.322 1.635 -1.695
H 1.876 0.825 -1.366
H 0.951 0.409 -2.850
H -1.895 -0.628 1.995
H -1.064 -2.131 0.699